Formula: C29H37Cl5CsN5O4S4
Source: the Open Molecules 2025 dataset
Level of theory: ωB97M-V with the def2-TZVPD basis set

Geometry (Å):
H 3.2140 -0.2435 -5.3319
C 3.9194 1.6043 -4.4350
C -4.4096 -0.0280 -1.4564
O -3.9611 1.2108 -1.5455
C -1.0607 5.3647 0.8123
C 3.1280 -0.8694 2.6805
H 3.6388 2.2475 -3.5978
H -0.6559 -3.4910 -2.5042
S 2.1118 -3.9590 -0.3190
C 3.9248 2.4027 -5.7337
S 2.7270 -0.1758 1.2209
C -3.8105 -1.1942 -1.9642
C -4.1348 1.9586 5.2232
O -2.5285 1.2936 -1.4671
H 1.9273 0.7396 -4.6209
H 2.9275 2.7830 -5.9608
H -0.1122 5.8828 0.7503
C -3.9216 1.8129 3.8593
C -1.7577 2.1052 5.5836
H -4.3807 5.9177 0.4191
C -5.6300 -2.5613 -1.1141
N 4.3427 -1.4012 2.9798
N -0.1877 -2.6860 1.2385
C -3.4625 5.3862 0.6318
C -1.5379 1.9669 4.2218
H 3.1380 -3.8265 -6.0010
N 2.3279 -1.0201 3.7534
H 3.2396 -0.8915 5.6465
C -3.0548 2.1044 6.0828
C 4.3026 -2.1725 4.2149
H 1.0337 0.3285 4.6932
H 4.6019 3.2540 -5.6673
Cl -6.3575 -4.1057 -0.8779
C -2.3157 3.3732 1.2032
H -5.1433 1.9461 5.6151
Cl -2.3974 -1.1757 -2.9799
H 5.1858 -1.9902 4.8241
H 2.4190 -2.4257 5.3146
H 2.4688 -2.2243 -5.7470
H 4.6244 -2.0722 -2.4057
Cl -7.7622 -1.5295 0.1833
H -3.2232 2.2113 7.1465
O -0.9561 1.1315 1.4570
C 3.3391 -2.8523 -5.5548
H 4.9766 -1.2818 -3.9488
C -1.0918 4.0141 1.1306
C -6.2565 -1.4085 -0.6411
C 2.9649 0.4190 -4.5052
H -2.2145 7.1015 0.3166
H 4.2274 -3.2439 4.0141
C 3.6072 -2.9997 -4.0609
H 0.4079 -3.4115 1.6331
H -1.3355 -3.0721 -0.4076
H 4.1976 -2.4221 -6.0769
C -5.6509 -0.1758 -0.8032
Cl -3.6369 -3.8795 -2.3420
C 4.1976 -1.7810 -3.3661
C 1.0190 -0.4315 3.9065
S -2.3609 1.6298 1.6063
C 3.0243 -1.6345 4.8714
C 0.5716 -3.6209 -0.8675
H 0.7261 0.0327 2.9661
H 4.2947 -3.8291 -3.8846
H -4.7546 1.6771 3.1785
Cs -0.0901 0.2522 -1.0613
S 2.9679 -0.5057 -2.9420
H 0.8364 -4.3107 -2.7321
N -0.3721 -3.0047 -0.1138
C -2.6242 1.8308 3.3739
Cl -6.3953 1.2509 -0.1774
H -0.9179 2.2159 6.2581
C -3.5035 4.0366 0.9448
H 4.9317 1.2479 -4.2198
H 2.6832 -3.2522 -3.5396
H 4.2451 1.7830 -6.5731
H 0.3625 -1.8296 1.2918
H -4.4424 3.4958 0.9551
H 4.9403 -1.6511 2.2111
H -0.1846 3.4521 1.3160
H 0.2845 -1.1944 4.1717
C -2.2433 6.0493 0.5688
H -0.5397 1.9603 3.8031
N 0.1334 -3.9742 -2.0990
C -4.4146 -2.4402 -1.7730
O 1.6491 -1.2246 -2.8543

Atoms 1-6, force components in eV/Å:
-0.04 -0.01 -0.01
0.03 -0.02 -0.01
0.02 0.11 0.00
0.01 -0.08 -0.05
-0.01 -0.02 0.00
-0.15 -0.08 0.02

Results
energy above the lowest of the compared OMol25 structures with the same formula, charge and spin = 5.0 kcal/mol
HOMO energy = -7.07 eV
frontier orbital gap = 7.2 eV
molecular weight = 958.08 g mol⁻¹

Just the Löwdin charges please, in e? Sure, here they are: number 1, H, carries 0.0744; number 2, C, carries -0.3056; number 3, C, carries -0.3501; number 4, O, carries -0.1866; number 5, C, carries -0.0715; number 6, C, carries -0.8400; number 7, H, carries 0.1068; number 8, H, carries 0.0508; number 9, S, carries 0.5906; number 10, C, carries -0.1052; number 11, S, carries 0.5946; number 12, C, carries -0.5539; number 13, C, carries -0.0749; number 14, O, carries -0.5580; number 15, H, carries 0.1023; number 16, H, carries 0.0774; number 17, H, carries 0.1042; number 18, C, carries -0.0762; number 19, C, carries -0.0729; number 20, H, carries 0.1063; number 21, C, carries -0.7182; number 22, N, carries 0.0140; number 23, N, carries 0.0296; number 24, C, carries -0.0683; number 25, C, carries -0.0746; number 26, H, carries 0.0737; number 27, N, carries -0.1602; number 28, H, carries 0.1241; number 29, C, carries -0.0827; number 30, C, carries -0.1357; number 31, H, carries 0.0894; number 32, H, carries 0.0731; number 33, Cl, carries 0.6693; number 34, C, carries -0.3601; number 35, H, carries 0.1058; number 36, Cl, carries 0.6638; number 37, H, carries 0.1132; number 38, H, carries 0.1235; number 39, H, carries 0.0681; number 40, H, carries 0.0845; number 41, Cl, carries 0.6847; number 42, H, carries 0.1026; number 43, O, carries -0.7121; number 44, C, carries -0.1029; number 45, H, carries 0.0921; number 46, C, carries -0.0642; number 47, C, carries -0.7011; number 48, C, carries -0.3506; number 49, H, carries 0.1021; number 50, H, carries 0.1188; number 51, C, carries -0.2866; number 52, H, carries 0.0461; number 53, H, carries 0.1135; number 54, H, carries 0.0765; number 55, C, carries -0.5867; number 56, Cl, carries 0.6806; number 57, C, carries -0.3260; number 58, C, carries -0.0559; number 59, S, carries 1.0041; number 60, C, carries -0.1172; number 61, C, carries -0.9356; number 62, H, carries 0.0266; number 63, H, carries 0.1142; number 64, H, carries 0.1085; number 65, Cs, carries 1.0741; number 66, S, carries 0.8862; number 67, H, carries 0.0771; number 68, N, carries -0.1246; number 69, C, carries -0.3576; number 70, Cl, carries 0.7290; number 71, H, carries 0.1041; number 72, C, carries -0.0661; number 73, H, carries 0.1052; number 74, H, carries 0.0638; number 75, H, carries 0.0761; number 76, H, carries 0.0055; number 77, H, carries 0.0970; number 78, H, carries 0.1273; number 79, H, carries 0.1099; number 80, H, carries 0.1017; number 81, C, carries -0.0812; number 82, H, carries 0.0974; number 83, N, carries 0.0985; number 84, C, carries -0.6894; number 85, O, carries -0.7107

***

Formula: C8H10N2O3
Source: the Open Molecules 2025 dataset
Level of theory: ωB97M-V with the def2-TZVPD basis set

Geometry (Å):
H 1.6738 2.2070 -3.4534
H -0.6799 1.7594 3.4534
H -0.8305 0.2284 4.0864
N -3.1421 0.0392 2.8388
H 1.1480 -1.7722 -0.5526
N 0.6215 0.7713 -1.7539
C -2.0360 0.1282 0.9290
O -3.2947 -0.2220 0.6505
C 1.9290 0.7382 -2.0356
H -4.8374 -0.6938 2.0252
H -0.1638 -1.5610 0.5933
H 3.1689 1.2514 -3.6793
C -3.9162 -0.2886 1.8561
O 2.8529 0.3533 -1.3233
C 2.1021 1.2266 -3.4459
H 0.0543 0.5162 2.5571
C 0.5717 -1.0288 0.0115
O -1.2327 0.5256 -0.3132
C -0.7993 0.7139 3.1941
C 0.0133 0.1407 -0.8000
H 1.2274 -0.5042 0.6047
C -1.9352 0.4189 2.2627
H 1.8233 0.5651 -4.1842

Atoms 1-6, force components in eV/Å:
-0.39 0.44 -0.72
-0.41 0.45 -0.16
-0.14 -1.98 2.17
-0.33 0.39 -0.71
-0.08 0.54 -0.14
-4.59 -0.08 3.23

Results
energy above the lowest of the compared OMol25 structures with the same formula, charge and spin = 82.6 kcal/mol
HOMO energy = -9.59 eV
frontier orbital gap = 10.1 eV
SMILES = CC(=O)/N=C(\C)Oc1ocnc1C
molecular weight = 182.18 g mol⁻¹

Just the Löwdin charges please, in e? Sure, here they are: number 1, H, carries 0.0794; number 2, H, carries 0.0867; number 3, H, carries 0.0489; number 4, N, carries 0.1387; number 5, H, carries 0.1025; number 6, N, carries 0.1710; number 7, C, carries -0.1614; number 8, O, carries 0.1172; number 9, C, carries -0.5430; number 10, H, carries 0.1095; number 11, H, carries 0.0790; number 12, H, carries 0.0848; number 13, C, carries -0.1384; number 14, O, carries 0.0644; number 15, C, carries -0.0105; number 16, H, carries 0.0721; number 17, C, carries 0.0195; number 18, O, carries 0.0616; number 19, C, carries 0.0034; number 20, C, carries -0.2601; number 21, H, carries 0.0549; number 22, C, carries -0.2351; number 23, H, carries 0.0549

***

Formula: C6H29N2O6
Source: the Open Molecules 2025 dataset
Level of theory: ωB97M-V with the def2-TZVPD basis set

Geometry (Å):
H 1.8154 2.3731 1.7272
H -3.0884 -0.5577 -2.8072
H 1.3496 -3.5866 1.3110
O -0.8934 3.9049 -1.4108
H -1.7888 0.5942 2.8948
O 0.4272 3.2214 0.7818
H -2.2288 -1.3925 -0.3904
H 2.7578 1.0740 0.8057
H -1.7168 2.0586 3.5836
H 0.2322 -1.4892 1.0051
H 0.9925 3.9551 1.0504
H -4.0267 -1.7281 -2.1535
H 2.2262 0.0025 -0.9034
C 1.1474 -0.8420 0.9330
C 2.1324 1.3604 1.6212
H 0.5177 1.0825 0.6763
H -2.0096 -2.8355 -0.8448
H -0.5728 -1.1127 4.8354
H 0.0894 -2.4469 -1.7755
H -2.5769 -2.2172 -3.2401
H -0.6828 -1.3008 -2.9408
H 2.7061 0.9841 2.4586
H -1.5364 4.6059 -1.3741
C 1.4315 -0.7065 -0.5664
H 2.5850 1.9588 -3.0283
H 0.2528 0.2688 -1.9217
H 1.8039 -1.6895 -0.9468
O -1.2541 1.3333 3.1676
O -0.7468 -1.2381 3.9096
N 0.8921 0.5150 1.5288
H 1.9564 -1.3485 1.4349
H 0.7390 -4.5762 0.3587
H 0.1551 0.5444 2.2811
H -0.8036 3.5148 -2.2718
O 1.3250 -3.8251 0.3745
N 0.1212 -0.4145 -1.1529
H 1.4384 1.7411 -3.9802
O 1.6437 1.7629 -3.0493
H 0.0004 3.4451 -0.0539
C -0.5779 -1.5033 -1.8880
H -1.2412 -2.0395 3.7753
C -1.9834 -1.8405 -1.3601
C -3.0099 -1.6100 -2.4545

Atoms 1-6, force components in eV/Å:
0.51 0.05 -0.07
0.89 -0.38 0.20
0.13 -0.11 -0.17
0.50 -0.27 0.85
-0.91 0.01 0.47
0.00 -0.01 0.46

Results
energy above the lowest of the compared OMol25 structures with the same formula, charge and spin = 70.6 kcal/mol
HOMO energy = -11.91 eV
frontier orbital gap = 9.6 eV
total charge = +1
molecular weight = 225.31 g mol⁻¹

Just the Löwdin charges please, in e? Sure, here they are: number 1, H, carries 0.0588; number 2, H, carries 0.0861; number 3, H, carries 0.0381; number 4, O, carries -0.0130; number 5, H, carries 0.0356; number 6, O, carries -0.0753; number 7, H, carries 0.0890; number 8, H, carries 0.0823; number 9, H, carries 0.0669; number 10, H, carries 0.1285; number 11, H, carries 0.0662; number 12, H, carries 0.0615; number 13, H, carries 0.1181; number 14, C, carries -0.1524; number 15, C, carries -0.0036; number 16, H, carries 0.1590; number 17, H, carries 0.1076; number 18, H, carries 0.0505; number 19, H, carries 0.1312; number 20, H, carries 0.0741; number 21, H, carries 0.0993; number 22, H, carries 0.1008; number 23, H, carries 0.0675; number 24, C, carries -0.2179; number 25, H, carries 0.0508; number 26, H, carries 0.0834; number 27, H, carries 0.1138; number 28, O, carries -0.0445; number 29, O, carries -0.0308; number 30, N, carries 0.0070; number 31, H, carries 0.1154; number 32, H, carries 0.0436; number 33, H, carries 0.1177; number 34, H, carries 0.0531; number 35, O, carries -0.0407; number 36, N, carries -0.0725; number 37, H, carries 0.0424; number 38, O, carries -0.0393; number 39, H, carries -0.0079; number 40, C, carries -0.2106; number 41, H, carries 0.0455; number 42, C, carries -0.2754; number 43, C, carries -0.1101

***

Q: The highest energy above the lowest of the compared OMol25 structures with the same formula, charge and spin belongs to which entry?
A: C8H10N2O3

***

Q: Among the records above, which one has the highest HOMO energy?
A: C29H37Cl5CsN5O4S4